Entry 1:
The following is a quantum chemistry calculation of a structure of composition C5H9Br2NO2 at a distorted geometry, from OMol25.

Geometry (Å):
H: -3.05 -0.70 -0.23
H: -1.70 1.38 -2.06
H: 3.47 -0.38 -0.07
N: 2.27 0.50 1.06
H: 0.24 -2.06 -0.97
C: -0.95 1.11 -1.34
C: -1.17 -0.32 -0.85
C: 1.29 0.14 1.81
Br: 0.01 1.37 2.40
O: 3.18 -0.54 0.83
H: -2.24 0.30 0.84
Br: 1.09 -1.63 2.36
H: 0.02 1.31 -1.80
H: 0.51 -0.80 -2.08
O: 2.45 1.59 0.54
H: -1.97 -1.30 1.01
C: -0.15 -1.09 -1.26
C: -2.13 -0.58 0.25
H: -1.17 1.71 -0.43

Results
orbital gap	9.325	eV
HOMO level	-8.99	eV
electronic energy	-150995.6941	eV
molar mass	274.9	Da
net charge	0
LUMO	0.0123	Ha
ΔE to the lowest compared entry with this formula, charge and spin	61.41	kcal per mole


Entry 2:
The following is a quantum chemistry calculation of a cluster of 8 separate species, C8H32O8 in total at a distorted geometry, from OMol25.

Geometry (Å):
H: 0.28 -0.73 4.62
H: -2.04 0.80 -1.48
H: -0.44 -2.93 -2.53
H: -1.02 -3.63 0.19
O: 3.53 2.27 -1.10
O: -0.57 1.56 3.20
H: 2.57 4.58 -0.46
O: 0.45 -1.36 0.00
H: 1.33 -2.17 4.70
O: 0.94 3.46 -1.16
C: 0.53 -1.67 4.15
H: 1.25 -2.31 -1.35
H: 0.96 5.03 0.21
H: 0.97 2.78 2.50
H: 0.38 0.59 -0.66
O: -2.26 1.56 -2.02
H: -3.45 0.66 -3.48
H: -0.36 -2.30 4.21
H: -3.94 2.26 -2.96
H: 2.69 0.38 -1.12
H: 0.64 -2.51 -3.92
C: -3.52 1.31 -2.61
H: -3.16 -5.30 0.61
H: 0.33 1.73 1.32
O: 0.94 -1.40 2.80
C: -2.00 -3.73 0.67
H: 0.31 -1.38 0.95
H: -1.12 0.06 -0.05
C: 3.21 1.07 -0.45
H: -1.85 -3.91 1.73
H: 0.58 -4.17 -3.25
C: -0.26 -0.30 -0.61
C: 0.03 2.34 2.18
H: -4.24 0.91 -1.89
H: -2.50 -2.76 0.54
H: 1.63 -2.03 2.59
H: -1.37 1.18 2.83
O: -2.75 -4.71 -0.02
H: -0.50 -0.58 -1.64
H: 0.01 3.51 -0.93
H: 4.12 0.58 -0.10
C: 0.53 -3.10 -3.01
H: 1.37 5.48 -1.41
H: 2.71 2.72 -1.35
H: 2.58 1.20 0.45
O: 1.58 -2.83 -2.09
H: -0.65 3.13 1.84
C: 1.52 4.68 -0.67

Results
orbital gap	9.936	eV
structure (SMILES)	CO.CO.CO.CO.CO.CO.CO.CO
HOMO level	-9.68	eV
electronic energy	-25191.1435	eV
molar mass	256.3	Da
net charge	0
LUMO	0.0095	Ha
ΔE to the lowest compared entry with this formula, charge and spin	84.29	kcal per mole


Entry 3:
The following is a quantum chemistry calculation of a structure of composition C55H68CaFN8O6Sb2Te at a distorted geometry, from OMol25.

Geometry (Å):
H: -5.88 -2.46 0.52
H: -1.96 8.84 -8.33
O: -1.88 -1.46 -1.52
C: -4.89 -1.91 5.17
C: -2.08 -0.09 -3.46
C: -1.16 2.91 1.20
H: 4.08 1.72 6.76
H: -4.66 -1.28 -2.42
C: -2.47 1.63 2.57
H: 3.49 -0.51 -1.07
C: -1.58 4.08 1.82
H: -1.60 7.53 -4.97
H: -5.64 1.80 0.75
Te: 2.06 -2.81 -1.02
C: -3.02 7.08 -7.90
H: 2.58 -0.86 -6.26
H: 2.92 -0.80 0.57
H: -2.50 6.52 -8.68
C: -2.09 -1.46 -2.78
H: -3.95 7.49 -8.29
C: -2.41 -3.05 2.56
H: 0.68 -1.14 -3.37
C: -6.03 -1.68 4.42
N: 0.19 1.93 -0.50
H: -2.00 -3.80 3.25
H: 2.94 2.75 -2.92
H: -0.19 6.53 -5.32
C: 1.91 -0.12 -4.38
H: -6.90 -1.70 2.47
H: 1.61 -3.12 2.13
O: 1.74 0.47 2.41
H: 2.98 -4.39 0.99
H: 5.83 -0.16 0.03
H: -1.35 -0.62 4.66
C: 3.64 2.03 -4.82
C: -5.14 -0.54 -1.78
H: -2.83 0.64 2.84
H: -1.88 -0.25 -7.27
H: -0.33 7.16 -7.73
H: 4.44 -1.55 3.14
H: -1.51 1.43 -7.57
C: 1.19 0.87 -2.18
H: -3.83 5.36 -6.97
F: -2.03 5.97 -3.31
C: -2.03 4.64 -5.28
C: 5.89 -3.98 0.49
C: 3.11 2.56 5.04
C: 3.41 -1.41 3.50
C: -2.14 2.36 -3.67
Ca: -0.88 -0.07 -0.30
C: 3.44 1.39 5.94
C: -2.14 1.18 -2.79
H: 4.36 -0.55 5.69
Sb: -0.72 -1.70 2.25
H: 3.55 -5.04 -0.55
H: 5.08 0.73 4.70
H: -2.10 3.71 -2.01
H: -3.66 0.81 -8.68
H: -6.74 0.41 0.56
H: -5.81 0.62 2.06
H: 4.31 2.86 -4.98
N: 0.99 2.05 -1.60
H: -4.22 -3.08 0.46
C: -3.24 6.22 -6.67
H: -0.41 -2.12 4.89
H: -2.85 -2.56 5.11
H: 5.90 -5.05 0.62
H: -4.89 -1.79 6.25
C: -1.13 6.90 -5.74
C: -2.10 -0.11 -4.82
C: -3.68 -2.51 3.14
H: -0.21 8.61 -6.71
N: -2.12 8.23 -7.53
C: -5.79 0.74 0.98
C: 3.37 -1.27 -0.31
H: -2.09 -1.08 -5.30
C: 4.13 0.34 5.10
C: 7.04 -1.87 0.47
C: -2.94 2.74 3.26
H: 7.99 -3.76 0.87
N: -1.96 5.78 -6.14
C: -3.74 -2.33 4.53
H: 2.59 3.93 2.81
H: -1.20 5.03 1.49
C: -2.09 3.63 -3.09
C: -4.86 -2.32 0.89
H: 0.41 -0.61 4.44
N: -2.12 0.97 -5.63
C: -2.13 2.23 -5.07
C: -3.63 0.97 -7.60
C: -4.83 -2.25 2.38
N: 2.45 2.11 3.82
H: 0.49 -3.88 3.29
C: 2.01 0.90 -3.42
H: 0.15 3.97 -0.25
H: 0.27 -4.09 1.53
H: -2.56 -3.55 1.60
C: -6.00 -1.86 3.05
H: -3.64 2.62 4.07
C: -0.20 2.99 0.08
C: 5.85 -1.23 0.17
H: -6.95 -1.38 4.91
C: -2.49 3.99 2.87
C: -2.04 4.73 -3.88
N: -1.61 1.70 1.57
O: -2.19 1.35 -1.56
H: 4.13 1.03 -6.66
H: 0.99 3.60 3.51
C: 3.53 1.01 -5.76
H: 3.20 -2.15 4.26
C: -2.22 0.77 -7.08
H: -4.31 0.26 -7.13
H: -3.83 6.78 -5.92
C: -2.08 3.39 -5.86
C: 4.69 -3.34 0.18
H: -2.84 4.89 3.37
N: 3.25 -0.07 4.02
C: 0.58 -3.40 2.31
O: 0.71 -0.25 -1.78
C: 3.40 -4.12 0.02
C: 2.44 0.82 3.37
C: -0.49 -1.20 4.31
Sb: -4.16 -0.40 0.13
H: 7.95 -1.30 0.57
H: -6.17 -0.81 -1.61
H: -4.00 1.97 -7.39
O: 1.06 -1.15 -4.27
H: 1.54 2.72 2.07
C: 7.06 -3.25 0.64
C: -0.82 7.74 -6.95
H: 4.02 3.11 4.78
C: 2.67 -0.05 -5.54
H: -2.59 8.80 -6.82
C: 1.86 3.15 3.01
H: -2.05 3.33 -6.93
C: 4.67 -1.96 0.02
H: -5.10 0.44 -2.28
C: 2.88 1.97 -3.67
H: 2.44 3.26 5.55
H: 2.73 -1.54 2.67
O: -2.32 -2.43 -3.49
H: 2.52 0.97 6.35

Results
orbital gap	5.302	eV
HOMO level	-8.47	eV
electronic energy	-123867.3839	eV
molar mass	1367.4	Da
net charge	+1
LUMO	-0.1165	Ha
ΔE to the lowest compared entry with this formula, charge and spin	0.00	kcal per mole


Entry 4:
The following is a quantum chemistry calculation of a structure of composition C24H19BF5N9O3Pt, from OMol25.

Geometry (Å):
H: 4.94 1.24 -3.99
H: -0.19 -1.69 1.32
H: 0.86 4.02 4.56
N: 0.35 -1.88 -1.42
H: 1.10 -3.74 -0.64
H: -4.57 -6.38 -1.60
C: 5.01 2.74 -2.46
N: -2.16 -1.38 0.57
F: -2.91 -2.66 -4.32
O: -3.81 -0.04 -1.68
H: -4.23 -0.84 0.78
Pt: -2.02 -1.81 -1.62
C: -4.73 -5.34 -1.86
H: -1.81 0.90 5.80
H: -4.81 -5.25 -2.94
C: 3.75 0.70 -2.29
H: 2.63 0.45 -0.48
H: 3.07 -0.47 -3.96
H: -1.81 -1.20 4.72
H: 0.88 0.27 2.53
N: 2.65 3.79 2.58
N: 3.44 3.82 1.44
C: 1.98 2.70 2.53
C: -3.37 2.30 -1.80
H: 0.56 -0.04 -2.47
C: -3.60 -4.53 -1.41
C: -2.92 0.83 -1.74
C: 0.97 2.19 3.46
F: -0.88 -1.68 -4.32
C: 1.30 -2.82 -1.17
H: 4.86 4.08 -0.78
C: -3.27 -1.00 1.25
N: 2.27 -1.32 -2.24
N: -1.74 -1.12 2.67
C: 3.70 2.31 -0.51
O: 2.27 1.97 1.42
F: -4.63 2.47 -1.41
C: 4.56 3.14 -1.21
B: -1.94 -2.09 -3.59
H: -0.28 -1.71 4.00
C: -0.51 2.54 5.31
N: 2.49 -2.52 -1.65
H: 5.68 3.38 -3.02
C: 3.18 2.75 0.79
C: 0.47 3.01 4.47
N: -3.06 -0.83 2.54
C: 0.99 -0.95 -2.10
H: -5.64 -4.98 -1.40
H: 4.19 -1.31 -2.91
C: -1.22 -1.43 1.48
C: 4.60 1.54 -3.00
H: -0.91 3.18 6.09
N: -2.71 -3.88 -1.08
C: 3.30 1.09 -1.04
C: -0.52 0.43 4.15
C: -1.07 -0.97 3.95
O: -1.68 0.64 -1.77
F: -3.26 2.75 -3.06
C: 3.35 -0.62 -2.92
F: -2.60 3.08 -1.02
C: -1.02 1.25 5.15
C: 0.48 0.90 3.31

Results
orbital gap	7.251	eV
HOMO level	-7.36	eV
electronic energy	-62263.5370	eV
molar mass	782.4	Da
net charge	0
LUMO	-0.0041	Ha
ΔE to the lowest compared entry with this formula, charge and spin	34.61	kcal per mole